{
  "formula": "C47H57Ge2N4O4Si3Ta",
  "method": "ωB97M-V/def2-TZVPD",
  "symbols": ["Ta", "O", "C", "C", "C", "C", "C", "C", "C", "O", "N", "N", "C", "C", "C", "C", "C", "C", "N", "H", "H", "H", "H", "H", "H", "H", "H", "H", "H", "O", "C", "O", "C", "C", "C", "C", "C", "N", "H", "H", "H", "H", "C", "Ge", "C", "C", "C", "C", "C", "C", "C", "C", "C", "C", "C", "C", "C", "C", "C", "C", "C", "C", "H", "H", "H", "H", "H", "H", "H", "H", "H", "H", "H", "H", "H", "H", "H", "H", "C", "Si", "C", "C", "Ge", "Si", "C", "C", "C", "Si", "C", "C", "C", "H", "H", "H", "H", "H", "H", "H", "H", "H", "H", "H", "H", "H", "H", "H", "H", "H", "H", "H", "H", "H", "H", "H", "H", "H", "H", "H"],
  "coordinates": [[-0.36639, -0.31943, -0.29534], [0.54503, -4.17178, -4.26897], [-0.49413, -3.43768, -4.69492], [-0.91531, -3.63045, -6.01116], [-1.97393, -2.90797, -6.51572], [-2.64680, -1.96865, -5.72979], [-2.23456, -1.76398, -4.43568], [-1.15722, -2.48671, -3.89568], [-0.73411, -2.19770, -2.53940], [-1.29285, -1.21364, -1.89081], [0.22025, -2.90224, -1.96962], [0.48291, -2.37846, -0.73432], [1.12279, -3.08010, 0.11971], [1.23260, -2.53550, 1.46470], [1.99154, -3.12481, 2.45509], [2.04062, -2.52404, 3.70524], [1.30190, -1.37610, 3.91625], [0.53280, -0.86841, 2.88036], [0.50240, -1.42026, 1.66791], [0.71526, -3.96193, -3.32972], [-0.39231, -4.36185, -6.61153], [-2.28881, -3.07632, -7.53741], [-3.48091, -1.41240, -6.13282], [-2.73889, -1.04519, -3.80508], [1.49970, -4.06383, -0.14248], [2.54234, -4.02995, 2.23760], [2.64374, -2.94820, 4.49522], [1.29314, -0.87915, 4.87554], [-0.09003, 0.00305, 3.02647], [-1.38765, 2.67927, -2.85039], [-0.76253, 1.79258, -2.35240], [-0.95505, 1.35083, -1.09782], [0.34836, 1.07514, -3.06341], [0.70100, 1.40403, -4.35734], [1.74254, 0.70102, -4.94376], [2.40338, -0.26653, -4.20514], [1.98398, -0.52260, -2.91037], [0.95852, 0.12179, -2.35913], [0.15808, 2.18526, -4.86989], [2.04504, 0.91609, -5.95986], [3.23375, -0.82064, -4.61813], [2.47478, -1.26855, -2.29802], [1.29271, 0.70258, 0.40063], [3.02180, 1.59630, 0.47045], [3.93027, 1.64420, -1.24952], [3.47923, 2.56300, -2.19738], [4.10998, 2.68214, -3.42688], [5.20267, 1.88096, -3.72673], [5.66542, 0.96603, -2.79120], [5.03572, 0.85222, -1.55875], [4.00116, 0.62876, 1.86646], [4.19896, 1.21987, 3.11524], [4.89102, 0.55319, 4.11784], [5.40557, -0.71404, 3.88358], [5.20592, -1.32086, 2.65168], [4.49852, -0.65835, 1.65846], [2.63297, 3.42246, 1.01108], [3.66047, 4.26134, 1.44461], [3.39518, 5.57269, 1.80844], [2.09933, 6.06660, 1.73461], [1.07062, 5.24903, 1.29281], [1.33801, 3.93399, 0.93465], [0.70775, 1.12132, 1.26340], [2.64229, 3.21463, -1.96511], [3.75694, 3.40988, -4.14687], [5.70263, 1.98090, -4.68169], [6.53229, 0.35605, -3.01156], [5.43993, 0.16402, -0.82691], [3.82720, 2.22126, 3.30325], [5.04841, 1.03319, 5.07526], [5.96969, -1.22293, 4.65475], [5.60878, -2.30831, 2.46171], [4.34435, -1.15537, 0.70607], [4.67913, 3.89188, 1.49831], [4.20040, 6.21292, 2.14452], [1.89362, 7.09089, 2.01631], [0.06144, 5.63380, 1.22097], [0.52119, 3.31436, 0.57323], [-5.97023, 0.15193, 0.40056], [-4.36468, -0.35905, -0.42914], [-4.06699, 0.84934, -1.82650], [-4.55818, -2.08239, -1.15326], [-2.57269, -0.41764, 1.18768], [-2.87160, 1.58822, 2.48059], [-1.38236, 2.07545, 3.52651], [-4.31226, 1.35605, 3.65464], [-3.20201, 2.98624, 1.27976], [-2.98813, -2.38363, 2.49020], [-2.17294, -2.35669, 4.18541], [-4.83452, -2.52284, 2.76560], [-2.38354, -3.90473, 1.57081], [-6.78784, 0.10325, -0.32304], [-5.91239, 1.17986, 0.76104], [-6.23050, -0.48757, 1.24328], [-4.93182, 0.82159, -2.49586], [-3.18178, 0.60934, -2.41285], [-3.95390, 1.87329, -1.46857], [-5.24795, -2.05689, -2.00095], [-4.96112, -2.78635, -0.42319], [-3.60525, -2.47578, -1.51280], [-1.17688, 1.35663, 4.32394], [-1.60328, 3.03002, 4.01155], [-0.47140, 2.22265, 2.94000], [-4.09271, 0.57972, 4.39133], [-5.22116, 1.06856, 3.12602], [-4.51564, 2.28172, 4.19825], [-2.41496, 3.05853, 0.52474], [-3.25790, 3.94001, 1.81075], [-4.14836, 2.84293, 0.75643], [-2.22058, -1.37304, 4.65779], [-1.12816, -2.66581, 4.14016], [-2.69099, -3.06255, 4.83927], [-5.23352, -1.64090, 3.26910], [-5.04572, -3.39218, 3.39359], [-5.37521, -2.65029, 1.82834], [-1.32565, -3.83500, 1.30759], [-2.94652, -4.05093, 0.64729], [-2.51517, -4.79567, 2.19025]],
  "mulliken_charge": [0.94, -0.69, 0.29, -0.74, -0.41, -1.28, -0.39, 0.24, 1.21, -1.02, -1.80, 0.96, -1.10, 0.54, -0.90, -0.77, -0.74, 0.19, 0.88, 0.45, 0.50, 0.41, 0.47, 0.59, 0.64, 0.61, 0.46, 0.53, -0.83, -0.65, -0.06, 0.33, 0.20, -0.71, -0.99, -1.01, -0.40, 1.26, 0.61, 0.54, 0.62, 0.27, -0.04, 1.92, -0.09, -0.24, -0.72, -0.71, -0.68, -0.12, -0.04, -0.34, -0.85, -0.54, -1.17, 0.07, -0.29, -0.31, -0.77, -0.55, -0.90, 0.01, -0.05, 0.41, 0.47, 0.43, 0.44, 0.37, 0.41, 0.46, 0.43, 0.44, 0.47, 0.49, 0.42, 0.41, 0.47, 0.34, -1.15, 0.62, -0.21, -0.71, 0.76, 0.35, -0.95, -1.09, -0.89, 0.62, -1.09, -1.13, -0.85, 0.40, 0.26, 0.29, 0.59, -0.51, 0.26, 0.44, 0.35, -0.09, 0.23, 0.50, 0.20, 0.25, 0.28, 0.41, 0.11, 0.49, 0.27, 0.25, 0.19, 0.54, 0.27, 0.46, 0.25, 0.06, 0.25, 0.47],
  "spin_multiplicity": 2,
  "gap_ev": [6.272, 5.868],
  "s2": 0.756,
  "charge": 1,
  "de_lowest_kj_mol": 67.6,
  "energy_ev": -202030.219
}